Record 1
A molecular structure, C11H10BrNRuS. Source: OMol25; level of theory: ωB97M-V/def2-TZVPD.

Last column: Löwdin spin population.
Positions of all 25 atoms, in Å:
Ru: 0.0283 -1.1700 1.6122  2.84
Br: -1.9190 -0.0534 2.2491  0.28
S: -0.1323 -2.5744 -0.0320  0.25
N: -2.2293 -3.7228 1.6119  0.14
C: 1.2158 0.8395 2.6340  0.14
C: -2.2217 0.9726 -1.7862  0.03
C: 1.2667 1.1428 1.2347  0.12
C: -1.3635 -3.1901 1.0008  0.05
C: 1.9026 0.0588 0.5434  0.11
C: -1.1204 1.8840 -1.6590  0.36
C: -1.8966 0.0439 -2.8322  0.27
C: 2.3087 -0.9202 1.5286  0.05
C: -0.0764 1.4825 -2.5643  0.05
C: -0.5093 0.2609 -3.1689  0.24
C: 1.8715 -0.4340 2.8279  0.02
H: 2.9337 -1.8009 1.3852  0.00
H: 2.0187 0.0185 -0.5416  0.00
H: 2.0602 -0.9268 3.7805  0.00
H: 0.8890 1.9808 -2.7390  0.00
H: -1.0452 2.6999 -0.9469  0.02
H: 0.7763 1.4510 3.4352  0.01
H: 0.0357 -0.3061 -3.9252  0.01
H: 0.8794 2.0444 0.7559  0.01
H: -3.1194 0.9536 -1.1549  0.00
H: -2.5534 -0.7346 -3.2493  0.01

Energy relative to the best compared isomer or geometry (same formula, charge and spin) (kJ/mol): 19.5
Net charge: -1
Multiplicity: 6
Expectation value of S²: 8.797
Lowest unoccupied orbital energy (spin up / spin down) (eV): 3.18 / 0.85
Highest occupied orbital energy (spin up / spin down) (eV): -2.620 / -4.427

---

Record 2
A molecular structure, C25H31N3OP2Rh. Source: OMol25; level of theory: ωB97M-V/def2-TZVPD.

Last column: Löwdin spin population.
Positions of all 63 atoms, in Å:
Rh: 0.2087 -0.1070 0.5753  1.17
P: -1.6701 0.7453 -0.4087  0.09
P: 0.6030 -2.1119 -0.1170  0.16
O: -3.5688 0.8363 3.8291  0.00
N: 0.5108 -0.1140 -3.3985  0.38
N: 0.2299 0.0971 2.6177  0.10
N: -3.0215 0.6556 6.0314  0.00
C: -2.7038 0.6496 4.6906  0.00
C: 0.8949 -0.6927 4.7498  0.00
C: -0.4495 3.8170 -3.5966  0.12
C: 1.7187 -0.5126 -2.9202  0.06
C: 2.8141 0.4079 -2.7901  0.08
C: -2.1330 0.7010 -2.2625  0.03
C: 0.8237 3.5249 -3.1357  0.09
C: -1.1916 1.5781 -3.0057  0.13
C: 1.2265 2.1681 -3.0235  0.11
C: -1.4807 2.8415 -3.4849  0.08
C: 0.8577 -2.6689 -1.8507  0.04
C: -3.1093 -0.1145 0.3839  0.03
C: 1.1576 -0.5103 3.3650  0.02
C: 2.5424 1.7916 -2.7051  0.47
C: -0.9126 0.5983 3.0719  0.04
C: 0.2035 1.1566 -3.1470  0.05
C: 3.2448 -2.3781 -2.7634  0.09
C: -1.0226 -2.7863 0.3162  0.06
C: -1.9044 2.4715 -0.0169  0.02
C: 4.3204 -1.4834 -2.8743  0.07
C: 1.9641 -1.8815 -2.5495  0.10
C: 4.1212 -0.1309 -2.6579  0.09
C: -0.3718 -0.3122 5.2262  0.01
C: -1.2969 0.3401 4.3793  0.01
C: 1.8441 -3.0015 0.8585  0.02
H: -2.5057 3.1282 -3.7365  0.00
H: 3.0377 2.3481 -1.8505  0.03
H: -2.2737 2.5946 1.0031  0.00
H: -0.6546 4.8327 -3.9631  0.00
H: -2.9910 -1.1964 0.2835  0.00
H: 1.6590 -1.2087 5.3408  0.00
H: -2.6283 2.9051 -0.7085  0.00
H: 1.7648 -0.5057 0.4665  0.05
H: -1.4289 -2.2991 1.2009  0.01
H: -2.2589 0.6927 6.7309  0.00
H: -0.8554 -3.8375 0.5008  0.01
H: -0.6276 -0.5083 6.2807  0.00
H: 1.2039 1.0009 0.2474  0.13
H: 2.0722 -0.8254 2.8627  0.00
H: 2.8525 -2.6730 0.5211  0.00
H: -3.9789 0.2316 -0.1797  0.00
H: -2.1137 -0.3395 -2.5799  0.01
H: -0.9608 3.0086 -0.1203  0.00
H: 1.1357 -3.7312 -1.7319  0.01
H: 1.6827 -4.0774 0.6399  0.00
H: 3.4084 -3.4554 -2.7975  0.01
H: -3.1817 0.1704 1.4413  0.00
H: -1.6763 -2.6391 -0.5374  0.00
H: -0.1131 -2.5798 -2.3709  0.00
H: 4.9216 0.6140 -2.5616  0.00
H: 1.6386 4.2571 -3.0359  0.00
H: -3.1569 1.0683 -2.2771  0.00
H: 5.3240 -1.8385 -3.0436  0.00
H: -3.9478 0.9431 6.2877  0.00
H: -1.5191 1.1249 2.3572  0.01
H: 1.7218 -2.7801 1.9431  0.00

Energy relative to the best compared isomer or geometry (same formula, charge and spin) (kJ/mol): 228.1
Net charge: +1
Multiplicity: 5
Expectation value of S²: 6.039
Lowest unoccupied orbital energy (spin up / spin down) (eV): -3.12 / -4.83
Highest occupied orbital energy (spin up / spin down) (eV): -8.513 / -10.622

---

Record 3
2 unconnected molecules or ions with the total composition C5H10O. Source: OMol25; level of theory: ωB97M-V/def2-TZVPD.

Last column: Mulliken charge in e.
Positions of all 16 atoms, in Å:
O: -0.7899 -1.2741 2.3172  -0.67
C: 0.9422 0.1953 0.0764  -0.31
C: 0.3566 -0.8917 -0.8249  -0.57
C: 0.8017 1.5373 -0.5649  -0.61
C: -1.0121 -0.1551 -0.8064  -0.46
C: -0.4052 0.9339 0.0768  -0.38
H: 1.2445 2.3492 0.0071  0.26
H: -1.7736 -0.7365 -0.2801  0.29
H: 0.3014 -1.8738 -0.3451  0.21
H: 1.6753 0.0260 0.8621  0.34
H: -1.4086 0.1773 -1.7715  0.31
H: -0.1895 -1.9392 1.9617  0.32
H: -0.5096 -0.4603 1.8780  0.31
H: 0.8641 1.6520 -1.6464  0.21
H: 0.8433 -1.0085 -1.7991  0.31
H: -0.9405 1.4683 0.8591  0.44

Energy relative to the best compared isomer or geometry (same formula, charge and spin) (kJ/mol): 176.3
Multiplicity: 1
SMILES string: C1C[C@H]2C[C@@H]12.O
Lowest unoccupied orbital energy (eV): 1.03
Highest occupied orbital energy (eV): -10.026

---

Record 4
A single C3H3PS molecule. Source: OMol25; level of theory: ωB97M-V/def2-TZVPD.

Last column: Mulliken charge in e.
Positions of all 8 atoms, in Å:
S: -3.9480 -1.2335 -0.5186  -0.34
P: -2.8461 1.5639 0.5540  -0.03
C: -1.6384 0.4578 0.0380  0.44
C: -2.8378 -0.1797 -0.0357  -0.17
C: -0.0110 0.2441 -0.0776  -0.75
H: 0.1784 -0.3616 0.7988  0.28
H: 0.3169 1.3569 -0.1479  0.28
H: 0.0769 -0.4289 -0.8805  0.29

Energy relative to the best compared isomer or geometry (same formula, charge and spin) (kJ/mol): 84.1
Multiplicity: 1
SMILES string: Cc1pc1=S
Lowest unoccupied orbital energy (eV): -1.03
Highest occupied orbital energy (eV): -7.756

---

Record 5
A molecular structure, C38H42N3O9P2Tl. Source: OMol25; level of theory: ωB97M-V/def2-TZVPD.

Last column: Mulliken charge in e.
Positions of all 95 atoms, in Å:
Tl: 0.6729 1.5833 -1.4640  1.03
P: 1.9174 3.0968 -4.4352  0.19
P: 0.2594 4.9348 -2.6375  0.48
O: 0.4840 3.8836 -1.5498  -0.54
O: 0.5897 2.9323 -5.2755  -0.57
O: 2.2157 2.0161 -3.4759  -0.51
O: 2.9447 3.4297 -5.6162  -0.52
O: -1.1232 4.5469 -3.3998  -0.60
O: -0.4199 1.7664 2.0304  -0.47
O: 1.7469 5.7089 -4.6265  -0.65
O: -1.1425 1.8902 -3.6598  -0.51
O: 0.2495 6.4165 -2.4850  -0.85
N: -0.7468 -0.7394 0.6011  0.40
N: 0.2036 -0.9606 -3.3226  0.58
N: 2.5142 -1.6510 -0.7579  1.06
C: 1.5213 -1.5696 -3.6670  -0.86
C: -3.3900 1.5318 -3.2372  -0.50
C: 1.9535 -2.0372 0.5451  -0.86
C: -2.0020 -0.2907 -4.0539  0.81
C: -4.4165 2.3777 1.2198  -0.63
C: 2.6779 -1.1548 4.1229  -0.49
C: -1.7543 1.9526 1.6519  0.30
C: -0.9201 -1.6245 5.2632  0.51
C: -2.1409 1.0886 -3.6781  0.28
C: -3.1746 -1.0728 -4.1847  -0.68
C: 1.8182 -2.8536 -2.8683  -0.71
C: -4.4172 -0.5800 -3.7819  -0.68
C: -3.8972 1.0936 0.9810  -1.10
C: 3.6438 -0.7724 -0.5066  -1.35
C: 1.5169 -1.8692 4.4288  0.62
C: 1.8641 4.7580 -3.6276  1.46
C: 3.0508 5.0155 -2.7244  -1.82
C: -0.0931 0.8258 2.8444  0.06
C: -2.2214 -1.2977 4.8644  -0.60
C: -4.5014 0.7175 -3.2929  -0.49
C: -3.2988 -1.8806 5.5470  -0.53
C: -0.5803 -2.0761 -0.0339  -0.05
C: 1.5437 -3.2396 4.6433  0.05
C: 2.7991 -2.7377 -1.7044  -1.15
C: -3.0901 -2.5454 6.7514  -0.46
C: 0.6321 -2.8038 0.5588  -1.17
C: -2.5143 0.8684 1.1668  1.48
C: -3.6006 3.4589 1.5856  -0.41
C: 3.8661 -1.8646 3.9598  -0.66
C: -1.9750 -0.4550 0.8394  -0.62
C: 0.0399 -0.1009 3.6237  -0.29
C: -0.7167 -0.9533 -4.1853  -1.03
C: -0.7155 -2.3240 6.4942  -0.41
C: 3.8709 -3.2498 4.1504  -0.47
C: 0.2337 -1.1623 4.4802  -0.18
C: -1.8139 -2.6639 7.2955  -0.64
C: -2.2644 3.2225 1.9059  -0.49
C: 2.7370 -3.9297 4.5746  -0.91
H: 4.0370 -0.3420 -1.4037  0.47
H: 2.6033 -0.0795 3.9768  0.45
H: 3.4291 2.6465 -5.9152  0.36
H: 3.2774 0.0615 0.1018  0.27
H: -0.1355 2.4011 -4.7600  0.50
H: -1.2519 3.5341 -3.3691  0.50
H: 3.8810 5.3798 -3.3167  0.38
H: 2.7208 -3.6923 -1.1505  0.35
H: 3.3263 4.1743 -2.1171  0.26
H: 1.7765 -1.1251 1.1453  0.31
H: 0.4620 -3.1204 1.5859  0.41
H: -3.9545 -2.9177 7.3266  0.28
H: 2.2858 -0.8110 -3.4654  0.10
H: -3.4901 2.6150 -2.9998  0.31
H: -0.5814 -1.4925 -5.1841  0.15
H: 1.1277 6.3855 -4.1979  0.41
H: 3.8573 -2.5830 -2.0604  0.51
H: -1.4181 -2.7739 0.1419  0.51
H: 4.4479 -1.3143 0.0525  0.32
H: -1.6377 -3.1349 8.2735  0.34
H: 1.5240 -1.7875 -4.7451  0.59
H: 0.5698 -3.7395 4.8227  0.47
H: -4.0203 4.4872 1.6442  0.33
H: 2.7337 -2.6417 1.1038  0.24
H: -1.5925 3.9993 2.2567  0.44
H: 2.7241 5.8260 -2.0778  0.41
H: 4.7445 -3.8386 3.8902  0.33
H: -0.4318 -1.9745 -1.1264  -0.53
H: 0.8916 -3.3729 -2.5817  0.27
H: -4.2760 -1.8555 5.0609  0.33
H: -4.5911 0.2932 0.7188  0.41
H: -5.5045 1.0604 -3.0056  0.36
H: -2.7687 -1.2582 0.8828  -0.02
H: -3.0589 -2.1300 -4.4044  0.37
H: -5.3163 -1.2052 -3.8937  0.35
H: -2.3944 -0.6144 4.0402  0.36
H: -5.5022 2.5204 1.1080  0.33
H: 2.7232 -5.0224 4.7938  0.27
H: 4.7362 -1.3294 3.6394  0.42
H: 2.2967 -3.5816 -3.5213  0.45
H: 0.7880 -3.7505 0.0271  0.48
H: 0.3259 -2.5516 6.8248  0.32

Energy relative to the best compared isomer or geometry (same formula, charge and spin) (kJ/mol): 0.0
Net charge: -2
Multiplicity: 1
Lowest unoccupied orbital energy (eV): 4.03
Highest occupied orbital energy (eV): -0.304

---

Record 6
A molecular structure, C22H31N5RhSSe2Si. Source: OMol25; level of theory: ωB97M-V/def2-TZVPD.

Last column: Mulliken charge in e.
Positions of all 63 atoms, in Å:
Rh: 0.0243 -0.9165 -0.0911  0.05
Se: 1.5568 -3.0433 1.0955  0.01
Se: 0.0821 -3.8336 -1.2744  0.17
S: -1.7055 0.9861 -0.2603  -0.42
Si: -5.3041 1.1332 -0.0519  0.26
N: 4.6558 1.2126 -1.1197  -0.07
N: -1.9903 -1.4927 0.1539  0.09
N: -0.0324 -1.1792 -2.0869  0.51
N: 0.0927 -0.8715 1.9408  0.26
N: 2.1802 -0.0722 -0.3034  0.76
C: -2.5659 -2.6641 0.4334  -0.49
C: -4.7055 -1.6263 0.3506  -0.18
C: -0.0482 -0.1691 -2.9712  -0.42
C: 3.0203 -0.6338 -1.3761  -0.63
C: 3.8059 1.7864 -0.0258  -0.97
C: -0.0441 -2.7294 -3.9036  -0.77
C: 0.4192 -2.4644 3.6996  -0.67
C: -3.9379 -2.7700 0.5304  -1.34
C: -0.4928 -0.0401 2.8082  -0.24
C: -0.0644 -0.3805 -4.3358  -0.98
C: -4.1239 -0.3797 0.1066  0.47
C: -0.2330 -1.6190 4.5886  -0.32
C: 2.3467 1.3931 -0.2552  -0.81
C: -0.0686 -1.6875 -4.8146  -0.38
C: -6.5224 1.0561 1.3963  -1.05
C: -0.6633 -0.3763 4.1419  -0.89
C: -4.3833 2.7634 -0.1749  -1.13
C: -2.7330 -0.3857 0.0158  0.60
C: -6.3802 0.7936 -1.5811  -1.07
C: -0.0202 -2.4318 -2.5467  0.36
C: 4.4954 -0.2764 -1.1969  -1.03
C: 0.5743 -2.0424 2.3904  0.37
H: -7.1122 0.1398 1.3868  0.35
H: -0.0931 -1.8863 -5.8776  0.45
H: -6.8044 -0.2100 -1.5547  0.38
H: 2.5117 -0.4584 0.5807  0.32
H: 5.0833 -0.6594 -2.0298  0.47
H: 2.9252 -1.7196 -1.3772  0.39
H: -3.8071 2.8530 -1.0982  0.33
H: 2.6535 -0.2619 -2.3360  0.41
H: -1.9251 -3.5198 0.5862  0.60
H: -5.8014 0.9113 -2.4985  0.33
H: -0.0877 0.4589 -5.0159  0.51
H: 3.9158 2.8696 -0.0062  0.46
H: -0.0353 -3.7639 -4.2230  0.50
H: -0.4010 -1.9273 5.6119  0.46
H: 4.8886 -0.7057 -0.2748  0.39
H: -3.7001 2.9344 0.6600  0.37
H: 5.6390 1.4556 -0.9665  0.37
H: 4.1691 1.3853 0.9210  0.38
H: 0.8011 -3.4293 4.0048  0.51
H: -4.3896 -3.7296 0.7359  0.46
H: -5.1045 3.5828 -0.1672  0.38
H: -7.2134 1.8952 1.3061  0.36
H: -0.8212 0.9158 2.4233  0.52
H: -7.1996 1.5125 -1.5927  0.36
H: 4.3866 1.6328 -2.0137  0.39
H: 1.7358 1.8069 0.5456  0.41
H: -6.0150 1.1366 2.3592  0.34
H: -0.0621 0.8302 -2.5595  0.55
H: -5.7844 -1.7020 0.4198  0.39
H: -1.1334 0.3235 4.8180  0.48
H: 1.9837 1.8141 -1.1966  0.34

Energy relative to the best compared isomer or geometry (same formula, charge and spin) (kJ/mol): 109.9
Net charge: +3
Multiplicity: 1
Lowest unoccupied orbital energy (spin up / spin down) (eV): -11.20 / -11.20
Highest occupied orbital energy (spin up / spin down) (eV): -16.095 / -16.095

---

Record 7
2 unconnected molecules or ions with the total composition C2H2BrN3. Source: OMol25; level of theory: ωB97M-V/def2-TZVPD.

Last column: Mulliken charge in e.
Positions of all 8 atoms, in Å:
Br: 2.2431 -0.2129 -0.2396  -0.20
N: -0.7819 -3.6357 -0.3615  -0.39
N: -1.1444 0.9106 0.5086  -0.45
N: -1.0490 -1.4786 0.7936  -0.40
C: -0.9827 -2.5906 0.0649  0.41
C: -1.2132 -0.2854 0.5964  0.54
H: 3.0139 -0.0534 -1.3123  0.19
H: -0.5110 1.5681 0.8613  0.30

Energy relative to the best compared isomer or geometry (same formula, charge and spin) (kJ/mol): 123.1
Multiplicity: 1
SMILES string: N#CN=C=N.Br
Lowest unoccupied orbital energy (eV): 0.26
Highest occupied orbital energy (eV): -10.437

---

Record 8
A molecular structure, C14H26AlFO9P. Source: OMol25; level of theory: ωB97M-V/def2-TZVPD.

Last column: Mulliken charge in e.
Positions of all 52 atoms, in Å:
P: 2.2973 3.3623 0.0342  0.00
Al: 1.2310 2.0043 1.5868  0.30
F: -0.1009 -0.3563 -0.0181  -0.35
O: -1.3925 8.2395 -1.0182  -0.30
O: 0.0028 -5.6188 2.0215  -0.27
O: 2.1823 -6.2718 1.7818  -0.57
O: -1.2995 -8.2678 -1.8870  -0.33
O: -3.5217 -8.7363 -2.1597  -0.56
O: -2.8069 -7.3432 -0.4917  -0.33
O: 1.6557 -4.1912 2.5726  -0.30
O: -2.6596 6.8815 -2.2927  -0.30
O: -0.4272 7.0901 -2.7448  -0.52
C: -0.5996 -4.5216 2.6819  -0.33
C: 0.4464 -3.4573 2.6037  -0.18
C: -3.4528 7.2729 -1.1883  -0.31
C: 1.3532 -5.4348 2.0977  0.59
C: 1.3847 -0.5476 0.0343  -0.13
C: -1.5250 -7.0694 0.0418  0.16
C: 0.0419 3.8383 -1.8769  -0.72
C: -2.6223 -8.1663 -1.5649  0.60
C: -0.6137 -7.2961 -1.1205  -0.32
C: -2.7419 8.4785 -0.6647  -0.32
C: 1.5526 3.1914 -1.7290  -0.49
C: 1.8963 0.0255 1.4992  -0.29
C: -1.4066 7.3786 -2.0775  0.66
C: 4.0888 2.6081 -0.1006  -0.77
H: -4.4750 7.4974 -1.5049  0.27
H: 0.4221 -2.7858 3.4663  0.40
H: 0.3682 -7.6665 -0.8134  0.27
H: -3.4769 6.4535 -0.4621  0.28
H: -0.8257 -4.8108 3.7136  0.25
H: -1.3303 -7.7620 0.8673  0.22
H: 1.7190 -1.6543 -0.1497  0.23
H: 4.1183 1.6163 0.5468  0.13
H: 1.8365 0.1536 -0.8100  0.08
H: 1.6992 2.5257 3.0364  -0.31
H: -3.0752 9.4031 -1.1474  0.26
H: 1.6274 2.0621 -2.0428  0.22
H: -1.4727 -6.0440 0.4181  -0.01
H: -0.8251 3.0896 -1.5726  0.26
H: 1.3724 -0.6219 2.3370  -0.15
H: -1.5279 -4.2307 2.1827  0.34
H: -0.3501 2.0452 1.5487  -0.30
H: 3.0745 -0.0558 1.6407  0.18
H: 2.2312 3.7848 -2.5118  0.28
H: -2.8457 8.5855 0.4185  0.29
H: -0.4800 -6.3955 -1.7290  0.29
H: 4.2477 2.2821 -1.2137  0.24
H: 0.3699 -2.8625 1.6873  0.05
H: -0.1621 4.1407 -3.0132  0.28
H: 4.9150 3.3621 0.2822  0.28
H: -0.1174 4.7956 -1.1962  0.06

Net charge: -1
Multiplicity: 1
Lowest unoccupied orbital energy (eV): 2.13
Highest occupied orbital energy (eV): -3.703

---

Energy: -3546.92318; -2003.61641; -271.68546; -855.54545; -3170.00755; -6730.90361; -2815.63162; -1909.82492 (Ha)